[1]
Formula: C8H16O4P
Source: the Open Molecules 2025 dataset
Level of theory: wB97M-V/def2-TZVPD

Computed properties:
Energy above the lowest of the compared OMol25 structures with the same formula, charge and spin (kcal per mole): 0.0
F_max (hartree/bohr): 0.0997
HOMO-LUMO gap (eV): 8.0
LUMO level (eV): 3.64
Net charge: -1
SMILES string: C/C=C/[C@@](C)(O)[P@@](=O)([O-])C(C)(C)O
HOMO energy (eV): -4.325

Last column: Mulliken charge in e.
Atoms and positions in Å:
O: 0.3596 -1.3877 1.6276  -0.625
H: -3.0731 -0.3355 1.7961  0.311
H: 1.5105 -2.5482 -0.4212  0.496
H: 0.2976 -0.6748 2.1588  0.421
H: -0.1347 -2.5560 -0.8728  0.220
H: -2.7299 2.1197 0.5057  0.369
H: 2.3500 -0.2226 1.6109  0.192
H: 4.5676 0.3578 0.6527  0.355
H: 0.9206 -1.4088 -1.6894  0.280
H: -1.9985 -1.6413 0.9028  0.317
C: 1.9833 -0.1683 0.5822  -0.946
O: -0.4822 1.6044 1.3876  -0.867
O: -2.1840 -0.5346 -1.4016  -0.651
C: 2.6908 0.4492 -0.3747  0.129
H: -1.8468 0.0145 -2.0340  0.376
C: -2.1541 0.1642 -0.1521  1.412
H: 4.0972 1.9990 -0.0545  0.250
H: -3.4858 -1.2833 0.3694  0.636
P: -0.4068 0.7777 0.1633  1.284
C: 0.7176 -1.8113 -0.6922  -1.558
C: 0.6184 -0.8198 0.4021  1.020
H: 4.6231 0.7150 -1.0542  0.361
H: -4.0156 1.3149 -0.4009  0.491
H: 2.1296 0.8520 -1.1968  0.432
C: -2.9899 1.4576 -0.3359  -2.089
O: 0.0590 1.4727 -1.0790  -0.866
H: -2.7127 1.9932 -1.1434  0.498
C: 4.0674 0.8970 -0.1539  -1.384
C: -2.7782 -0.7969 0.8973  -1.864

Atomic forces in eV per Å
-0.65 -4.86 -1.32
-0.08 0.25 1.11
0.04 0.69 -0.23
-0.64 3.59 3.40
0.38 1.52 0.61
-0.44 -0.19 0.00
0.32 -0.39 -0.29
-0.09 0.34 0.15
0.16 0.31 0.47
-0.91 1.21 1.20
0.81 0.14 -0.98
0.40 -0.22 1.73
-1.57 -3.00 2.48
-1.17 -0.27 1.67
1.67 2.39 -2.51
-0.61 1.22 -0.15
0.16 -0.37 0.39
-3.33 -1.21 -1.39
-1.14 -0.54 -1.31
-0.73 -3.20 -1.08
0.96 3.14 -0.67
0.59 -0.23 -0.55
-2.10 -0.65 0.12
0.02 -0.41 -0.80
1.48 -1.00 3.55
-0.13 -0.43 -0.70
1.27 1.53 -3.02
0.48 0.93 -0.15
4.83 -0.28 -1.68

[2]
Formula: C16H58F6N2O12P
Source: the Open Molecules 2025 dataset
Level of theory: wB97M-V/def2-TZVPD

Computed properties:
F_max (hartree/bohr): 0.0811
HOMO-LUMO gap (eV): 10.2
LUMO level (eV): 1.92
Net charge: -1
HOMO energy (eV): -8.334

Last column: Mulliken charge in e.
Atoms and positions in Å:
C: -5.5731 0.6836 6.9427  -0.754
H: -7.3859 3.7122 -0.1287  0.273
H: -8.0239 0.5677 9.4558  0.343
H: 2.8796 6.9892 1.2098  0.270
H: -0.0642 -6.4061 -4.3792  0.323
C: 0.9988 7.4194 1.9918  0.268
C: -2.6645 0.3081 -8.8711  -0.888
C: 7.9937 -4.8742 -5.8329  -1.100
H: -1.0816 5.5368 5.3558  0.240
H: -6.2644 0.8464 6.1157  0.388
C: -0.0476 5.8142 5.1509  -0.727
F: 2.9757 -2.1923 -2.6373  -0.345
O: -8.2292 2.5253 -1.3471  -0.524
H: -4.6459 0.5077 4.5984  0.288
N: -5.5184 0.3255 9.4409  -0.833
C: 3.9806 -8.2642 3.3278  -0.873
F: 0.8293 -1.6263 -3.6492  -0.364
H: -4.9669 -0.7360 -9.4092  0.313
H: 1.1610 5.6327 0.5644  0.364
H: -3.1376 -0.8067 -10.5875  0.220
H: 3.4450 4.2996 -7.5660  0.308
H: -2.3153 -1.7535 -9.3794  0.321
O: 4.3020 -6.1365 4.2939  -0.498
C: -6.2503 0.1243 8.2031  0.524
H: -3.1785 -0.4443 5.0702  0.236
F: 0.0981 -1.0302 -1.5158  -0.374
O: -4.5276 -0.1197 6.5280  -0.307
O: 0.7942 -6.8290 -4.3576  -0.659
C: -3.8727 0.3481 5.3500  -0.666
H: 8.4798 -3.9698 -5.4669  0.273
H: -3.6849 -3.4369 -4.9050  0.314
H: 7.5793 -6.8202 -4.9012  0.321
H: -5.0697 3.7231 -1.3921  0.332
O: 6.6321 -2.5474 2.3722  -0.645
O: 3.7400 3.5234 -7.0898  -0.630
H: -5.2043 2.0694 -1.9298  0.293
H: -8.8647 2.5471 -0.6279  0.305
H: 6.0787 0.5768 -3.8234  0.334
H: -5.1684 1.6580 7.2163  0.353
C: -7.6531 0.6984 8.4391  -1.302
H: -6.8662 2.1913 0.0969  0.250
C: -5.7889 2.9418 -1.6379  -1.060
H: -5.9694 3.4676 -2.5755  0.307
O: 4.1646 2.8215 0.9625  -0.646
H: -4.7819 -0.3582 9.3399  0.270
C: -7.0266 2.8793 -0.7331  -0.176
H: -8.3685 0.1245 7.8501  0.355
H: 2.0177 6.3740 3.5328  0.306
H: 1.3422 7.8444 4.0649  0.373
H: 2.6251 8.4358 1.8950  0.259
H: 3.4076 -8.7331 4.1278  0.250
H: -2.7546 0.0581 -7.8140  0.247
H: 2.4942 -6.5715 3.4327  0.207
H: -0.0759 5.4795 1.6811  0.319
H: 5.0214 -8.5827 3.3856  0.279
H: 1.2829 -6.3462 -3.6911  0.337
C: 1.1281 6.9933 3.4185  -0.691
H: -6.0942 -0.1713 10.1056  0.272
F: 2.0217 -1.5573 -0.6237  -0.346
O: -0.1260 6.3002 3.8007  -0.306
H: -1.6317 0.5732 -9.0971  0.319
H: 4.0096 2.3654 0.1353  0.335
H: 8.4224 -5.1912 -6.7836  0.295
H: 9.6173 -6.9225 -4.1375  0.287
H: 6.0377 1.6778 -4.8617  0.320
P: 1.5390 -1.5728 -2.1340  1.190
H: -6.3627 -0.9505 8.0608  0.278
H: 4.8523 -5.4884 3.8480  0.294
C: 0.4054 6.2386 1.0645  -1.074
H: -7.9563 1.7247 8.2322  0.286
H: -0.3823 6.6284 0.4198  0.212
O: -3.4502 -3.8463 -4.0722  -0.655
O: 9.5363 -6.1585 -4.7132  -0.510
H: 3.7387 -6.2357 2.3119  0.326
C: -3.0735 -0.9820 -9.5137  -0.294
C: 3.5505 -6.7650 3.2460  -0.282
F: 2.0223 0.0247 -2.3765  -0.385
O: -4.3037 -1.2619 -8.9561  -0.518
O: 6.6232 1.0326 -4.4653  -0.655
H: -3.3686 1.2945 5.5452  0.271
H: 0.6070 4.9511 5.2722  0.296
H: -3.4081 1.0342 -9.1996  0.280
H: -2.7813 -3.2704 -3.7018  0.342
F: 1.0777 -3.0889 -1.7356  -0.381
H: 3.5850 -8.6359 2.3826  0.299
H: 0.2406 8.2023 2.0052  0.321
H: 2.9498 2.9946 -6.9798  0.325
H: 6.9558 -4.5982 -6.0195  0.356
H: 5.9879 -2.2883 1.7133  0.337
H: 3.3178 2.8041 1.4084  0.311
N: 2.2311 7.7623 1.2537  -0.724
H: 0.2620 6.5642 5.8787  0.295
H: 7.8672 -5.3383 -3.8385  0.211
C: 8.1323 -5.8953 -4.7372  -0.132
H: 6.9211 -3.4172 2.0962  0.307

Atomic forces in eV per Å
-0.08 0.83 0.92
1.54 1.40 -0.37
0.46 -0.28 0.27
-0.13 -0.35 0.12
-0.21 0.17 0.01
-1.07 -2.77 -2.93
0.66 -0.46 0.28
-0.71 0.41 -0.33
0.15 -0.21 0.34
-0.49 -0.14 -0.03
-0.84 0.18 -0.69
-0.97 1.05 -0.30
-0.83 -0.88 -1.44
0.17 -0.02 -0.44
0.82 -0.58 -0.19
-2.08 0.50 -1.42
1.29 -0.16 1.52
-0.05 -0.05 0.07
0.24 0.69 -0.42
-0.12 -0.33 -0.35
-0.03 0.20 -0.09
-0.45 -0.35 0.39
-0.03 0.85 -0.15
-1.24 0.58 -0.57
-0.02 0.30 -0.17
0.19 0.17 -1.08
0.80 -0.98 -0.04
0.07 -0.34 -0.17
-0.69 -0.35 0.78
0.19 0.03 -0.33
-0.05 0.10 -0.21
-0.23 0.12 0.15
0.26 -0.30 1.41
0.10 0.01 0.27
0.24 -0.02 0.02
-0.58 -0.38 0.63
-0.31 -0.16 -0.29
-0.19 -0.18 0.17
-0.05 0.51 0.07
-1.43 -0.48 -0.51
0.62 -0.71 -0.11
-0.09 1.88 -0.92
-1.11 -0.50 -0.55
0.23 0.26 0.15
1.04 0.24 0.25
0.51 -0.35 1.63
-0.06 -0.13 -0.23
-0.10 -0.74 0.07
-0.44 0.29 0.27
1.05 0.53 -0.38
0.18 -0.05 0.06
0.07 0.75 0.18
-0.15 -0.64 0.14
-0.30 0.21 0.19
0.07 0.89 0.10
0.13 0.23 0.18
-0.58 -1.09 0.46
-0.23 0.30 0.63
1.88 1.23 1.06
2.38 0.97 0.76
-0.11 0.38 -0.07
-0.06 -0.20 -0.26
0.15 -0.06 0.13
0.50 -0.05 0.09
-0.17 0.17 -0.14
-1.58 0.21 0.52
-0.22 -0.20 -0.41
0.11 0.20 0.40
-0.52 0.10 1.84
1.03 0.34 -0.31
0.45 -0.05 -0.35
-0.18 -0.26 0.04
-0.05 -0.73 0.45
0.32 -0.48 -0.30
1.13 1.14 -1.07
1.58 -0.47 1.23
-0.18 -1.96 -0.06
-1.48 -1.55 0.24
0.32 0.00 -0.05
0.21 0.06 -0.04
0.09 -0.12 -0.27
0.36 0.45 0.35
0.29 0.17 0.19
-0.60 -0.56 -1.66
-0.02 -0.79 -0.05
0.38 0.45 -0.53
-0.19 -0.21 0.10
-0.12 -0.09 0.07
-0.24 0.15 -0.20
-0.21 -0.08 0.09
-0.76 1.56 1.64
0.04 0.32 -0.11
-0.42 -0.65 0.43
0.69 1.04 -0.67
0.11 -0.18 -0.09

[3]
Formula: C4H5NO
Source: the Open Molecules 2025 dataset
Level of theory: wB97M-V/def2-TZVPD

Computed properties:
Energy above the lowest of the compared OMol25 structures with the same formula, charge and spin (kcal per mole): 109.9
F_max (hartree/bohr): 0.0577
HOMO-LUMO gap (eV): 10.2
LUMO level (eV): 1.12
SMILES string: N1[C@@H]2[C@H]1[C@@H]1O[C@H]21
HOMO energy (eV): -9.109

Last column: Mulliken charge in e.
Atoms and positions in Å:
H: 2.2366 -0.3083 -0.2180  0.443
C: 0.3049 0.9931 0.2637  -0.739
C: 1.1491 -0.2537 -0.0607  -0.024
H: -1.5600 0.8464 -1.0065  0.464
O: 0.5301 -1.4072 0.4838  -0.455
C: -0.8893 0.3815 -0.3059  0.213
H: -0.3009 -1.6167 -1.4656  0.453
C: -0.0797 -0.8980 -0.6742  -0.398
H: -0.8834 -0.2818 1.6089  0.303
N: -1.1887 0.5270 1.0653  -0.630
H: 0.6812 2.0178 0.3092  0.369

Atomic forces in eV per Å
-0.74 0.05 -0.13
-1.33 -0.05 1.53
-0.35 -0.60 -0.66
-0.21 -0.06 -0.30
-0.25 -0.13 1.02
-0.37 -0.26 -0.91
0.36 0.35 0.11
0.92 0.00 -0.69
-0.09 -0.14 -0.30
2.67 1.27 0.18
-0.59 -0.43 0.14

[4]
Formula: C4H7NO2
Source: the Open Molecules 2025 dataset
Level of theory: wB97M-V/def2-TZVPD

Computed properties:
Energy above the lowest of the compared OMol25 structures with the same formula, charge and spin (kcal per mole): 57.7
F_max (hartree/bohr): 0.0107
HOMO-LUMO gap (eV): 9.7
LUMO level (eV): 0.87
SMILES string: C/N=C1\COCO1
HOMO energy (eV): -8.851

Last column: Mulliken charge in e.
Atoms and positions in Å:
N: 1.2305 -0.3998 -0.2213  -0.300
C: -0.8979 1.0377 0.2796  -0.198
H: 2.5663 0.2703 -1.6352  0.286
H: -2.2310 -1.0551 1.4625  0.257
H: -2.8490 -1.4065 -0.1907  0.171
C: 2.5526 0.0199 -0.5663  -0.726
O: -0.8187 -1.2521 -0.0099  -0.375
C: -2.1004 -0.8551 0.3867  -0.126
O: -2.2026 0.5184 0.1074  -0.366
H: 3.2076 -0.8569 -0.4537  0.256
C: 0.0387 -0.1584 -0.0005  0.382
H: -0.7410 1.8448 -0.4370  0.239
H: 3.0218 0.8574 -0.0197  0.271
H: -0.7770 1.4354 1.2981  0.231

Atomic forces in eV per Å
-0.41 -0.18 0.08
0.36 0.10 -0.08
0.00 0.05 0.19
0.00 0.10 -0.08
0.12 0.18 0.07
0.07 0.09 -0.12
-0.04 -0.17 0.02
-0.22 -0.17 0.14
0.04 0.09 -0.08
-0.07 0.35 0.01
0.46 -0.08 -0.09
0.02 -0.06 0.05
-0.53 -0.14 0.02
0.19 -0.16 -0.12

[5]
Formula: C2H4O3S
Source: the Open Molecules 2025 dataset
Level of theory: wB97M-V/def2-TZVPD

Computed properties:
Energy above the lowest of the compared OMol25 structures with the same formula, charge and spin (kcal per mole): 33.5
F_max (hartree/bohr): 0.0782
HOMO-LUMO gap (eV): 9.6
LUMO level (eV): 0.23
SMILES string: O=C(CO)SO
HOMO energy (eV): -9.327

Last column: Mulliken charge in e.
Atoms and positions in Å:
H: 1.7609 1.0459 -0.1247  0.319
O: -0.3463 1.7445 0.3083  -0.407
O: -3.2460 0.5696 -0.0054  -0.437
H: 0.5252 -1.3351 0.2209  0.393
C: 0.7905 -0.4153 0.5680  -0.345
H: 0.7873 -0.3980 1.6075  0.309
S: -2.1249 -0.6281 0.0913  -0.035
O: 2.0298 0.1535 0.1860  -0.485
C: -0.3233 0.5685 0.2519  0.355
H: -3.5180 0.6769 -0.8914  0.334

Atomic forces in eV per Å
0.87 -0.57 0.19
0.14 -0.48 -0.57
0.30 -0.13 1.84
-0.09 -2.66 -1.36
0.42 3.98 -0.37
-0.30 -0.47 2.24
2.19 1.61 -0.02
-0.49 0.36 -0.86
-2.70 -1.84 0.61
-0.35 0.20 -1.71